No. 1
{"formula": "C2H9NS", "method": "wB97M-V/def2-TZVPD", "symbols": ["H", "H", "C", "C", "S", "H", "H", "H", "H", "N", "H", "H", "H"], "coordinates": [[-0.837, -0.157, 3.904], [-0.658, -0.211, 4.619], [0.353, 0.129, 0.802], [1.304, 0.506, -0.244], [-0.288, 1.450, -0.258], [-0.286, -0.745, 0.736], [0.597, 0.315, 1.841], [1.386, -0.194, -1.065], [2.165, 1.105, 0.007], [-1.136, -0.493, -2.677], [-0.469, 0.250, -2.800], [-0.779, -1.307, -3.156], [-1.352, -0.646, -1.708]], "forces_ev_per_a": [[-0.040, 0.011, -0.093], [0.032, -0.011, 0.097], [-0.556, -0.202, 0.842], [-0.860, -0.163, -0.506], [0.708, 0.286, 0.387], [0.473, -0.301, -0.356], [-0.002, 0.504, -0.075], [0.233, 0.165, -0.121], [0.089, -0.091, 0.078], [-0.143, -0.070, -0.920], [-0.024, 0.149, 0.304], [-0.136, -0.210, 0.268], [0.227, -0.068, 0.096]], "nbo_charge": [-0.008, 0.008, -0.494, -0.467, 0.064, 0.221, 0.222, 0.225, 0.231, -1.083, 0.362, 0.354, 0.366], "energy_ha": -534.467596, "de_lowest_kj_mol": 163.0, "charge": 0, "e_homo_ev": -8.88, "lumo_ha": 0.037, "smiles": "[H][H].C1CS1.N"}


No. 2
{"formula": "C2H9NS", "method": "wB97M-V/def2-TZVPD", "symbols": ["H", "H", "C", "C", "S", "H", "H", "H", "H", "N", "H", "H", "H"], "coordinates": [[2.783, 0.953, 2.928], [2.966, 1.675, 3.042], [1.099, -1.155, 0.125], [-0.156, -1.106, 0.905], [-0.426, -0.784, -0.852], [1.781, -0.311, 0.141], [1.488, -2.130, -0.124], [-0.239, -0.233, 1.547], [-0.598, -2.018, 1.225], [-0.668, 2.722, -0.055], [-0.302, 1.819, -0.344], [0.048, 3.420, -0.186], [-1.350, 2.931, -0.775]], "forces_ev_per_a": [[0.102, 0.399, 0.065], [-0.108, -0.405, -0.071], [-0.686, -0.065, -0.735], [0.572, 0.995, -0.121], [0.313, 0.008, 0.052], [-0.007, -0.278, 0.250], [0.297, 0.034, 0.082], [-0.341, -0.218, 0.032], [-0.136, -0.494, 0.432], [-0.325, -0.074, -0.236], [0.206, 0.000, 0.086], [0.352, 0.035, 0.072], [-0.238, 0.065, 0.092]], "nbo_charge": [-0.007, 0.007, -0.463, -0.493, 0.052, 0.228, 0.226, 0.233, 0.227, -1.074, 0.362, 0.349, 0.351], "energy_ha": -534.473605, "de_lowest_kj_mol": 147.2, "charge": 0, "e_homo_ev": -8.96, "lumo_ha": 0.036, "smiles": "[H][H].C1CS1.N"}


No. 3
{"formula": "C2H9NS2", "method": "wB97M-V/def2-TZVPD", "symbols": ["C", "C", "N", "H", "H", "H", "H", "H", "H", "H", "S", "S", "H", "H"], "coordinates": [[-0.567, 0.052, 2.198], [0.156, 0.013, 0.855], [1.591, -0.080, 0.834], [-0.410, -0.891, 2.723], [-1.643, 0.165, 2.044], [-0.130, 0.821, 2.829], [-0.150, 0.877, 0.236], [-0.215, -0.780, 0.199], [1.926, -0.934, 1.257], [2.040, 0.699, 1.296], [-1.523, -0.630, -3.649], [0.193, 0.598, -3.448], [-0.744, -1.631, -4.085], [-0.523, 1.720, -3.289]], "forces_ev_per_a": [[0.424, -0.629, -0.274], [-0.879, 0.389, -1.250], [0.466, 0.046, 0.091], [-0.041, -0.109, 0.066], [0.128, 0.258, 0.188], [-0.294, 0.312, 0.055], [0.316, 0.098, 0.487], [-0.105, -0.371, 0.428], [-0.006, -0.027, 0.082], [-0.003, 0.031, 0.096], [0.497, 0.101, 0.041], [-0.313, -0.030, 0.118], [-0.213, -0.058, -0.055], [0.022, -0.011, -0.074]], "nbo_charge": [-0.625, -0.222, -0.831, 0.197, 0.211, 0.200, 0.180, 0.188, 0.350, 0.349, -0.137, -0.129, 0.136, 0.133], "energy_ha": -932.696481, "de_lowest_kj_mol": 72.4, "charge": 0, "e_homo_ev": -8.52, "lumo_ha": 0.009, "smiles": "CCN.SS"}


No. 4
{"formula": "C2H9NS2", "method": "wB97M-V/def2-TZVPD", "symbols": ["C", "N", "C", "H", "H", "H", "H", "H", "H", "H", "S", "S", "H", "H"], "coordinates": [[0.281, -0.679, -2.050], [1.532, -0.074, -2.484], [2.315, 0.499, -1.390], [0.476, -1.585, -1.470], [-0.368, -0.870, -2.905], [-0.298, 0.108, -1.579], [2.125, -0.745, -2.960], [3.196, -0.108, -1.156], [2.747, 1.430, -1.761], [1.766, 0.860, -0.521], [-1.044, 1.158, 1.476], [-1.030, -0.924, 1.462], [-0.223, 1.278, 2.523], [-1.404, -1.024, 0.183]], "forces_ev_per_a": [[0.253, 0.344, -0.913], [-0.150, 0.117, 0.207], [0.942, 0.941, -0.893], [-0.636, 0.067, 0.354], [0.314, -0.578, -0.254], [0.104, -0.122, 0.902], [-0.327, 0.035, -0.031], [-0.336, -0.179, 0.599], [0.187, 0.161, -0.121], [-0.346, -0.765, 0.095], [-0.210, 0.260, -0.123], [-0.075, -0.251, 0.284], [0.172, -0.098, -0.007], [0.108, 0.069, -0.098]], "nbo_charge": [-0.423, -0.631, -0.433, 0.171, 0.198, 0.193, 0.350, 0.179, 0.189, 0.204, -0.138, -0.134, 0.138, 0.138], "energy_ha": -932.675986, "de_lowest_kj_mol": 126.2, "charge": 0, "e_homo_ev": -8.54, "lumo_ha": 0.010, "smiles": "CNC.SS"}


No. 5
{"formula": "C2H9NS2", "method": "wB97M-V/def2-TZVPD", "symbols": ["S", "S", "H", "H", "C", "N", "C", "H", "H", "H", "H", "H", "H", "H"], "coordinates": [[-1.311, 0.124, 1.354], [-2.451, -0.478, -0.257], [-1.760, 1.380, 1.269], [-1.792, -1.634, -0.422], [1.948, 0.643, 0.300], [2.803, -0.145, -0.564], [2.938, 0.227, -1.954], [1.963, 0.223, 1.290], [2.330, 1.663, 0.332], [0.939, 0.677, -0.158], [2.606, -1.144, -0.487], [1.984, 0.220, -2.472], [3.599, -0.478, -2.444], [3.357, 1.226, -2.041]], "forces_ev_per_a": [[0.195, -0.005, 0.055], [-0.186, -0.118, -0.272], [0.016, 0.157, 0.060], [0.001, -0.021, 0.054], [1.386, 0.236, -0.394], [-2.162, -0.258, -0.663], [1.100, 0.301, 0.163], [-0.325, -0.180, 0.274], [-0.115, 0.116, -0.024], [-0.148, -0.164, 0.315], [0.652, 0.005, 0.403], [-0.460, -0.092, 0.047], [0.065, -0.097, -0.083], [-0.020, 0.118, 0.065]], "nbo_charge": [-0.057, -0.042, 0.160, 0.141, -0.463, -0.188, -0.469, 0.248, 0.250, 0.270, 0.399, 0.255, 0.250, 0.246], "s2": 0.76, "energy_ha": -932.379651, "de_lowest_kj_mol": 0.0, "charge": 1, "e_homo_ev": [-12.51, -11.86], "multiplicity": 2, "lumo_ha": [-0.118, -0.302]}


No. 6
{"formula": "C2H9OS", "method": "wB97M-V/def2-TZVPD", "symbols": ["O", "H", "H", "H", "C", "S", "C", "H", "H", "H", "H", "H", "H"], "coordinates": [[-0.093, 2.734, 0.383], [0.118, 2.715, 1.266], [0.310, 3.361, -0.069], [0.093, 0.311, -1.207], [-0.324, -0.269, 1.205], [0.556, -0.516, -0.320], [-0.509, -1.878, -1.097], [-1.149, 0.533, 1.226], [0.387, 0.072, 1.992], [-0.575, -1.121, 1.741], [-0.040, -2.873, -1.273], [-1.145, -2.091, -0.271], [-1.161, -1.650, -2.010]], "forces_ev_per_a": [[-3.974, -5.394, -0.227], [1.016, 0.564, 3.015], [3.046, 4.754, -2.814], [-0.592, 1.597, -0.211], [-0.183, 3.993, 1.375], [-0.133, -2.622, -0.498], [-0.470, -1.024, -0.714], [1.119, -1.535, -0.617], [0.233, 0.467, -1.026], [-1.072, -2.360, -0.143], [0.589, 1.188, 0.008], [-0.922, -0.059, 0.490], [1.342, 0.430, 1.362]], "nbo_charge": [-0.949, 0.476, 0.479, 0.190, -0.821, 0.690, -0.730, 0.306, 0.278, 0.277, 0.278, 0.241, 0.284], "energy_ha": -554.688777, "de_lowest_kj_mol": 160.8, "charge": 1, "e_homo_ev": -15.83, "lumo_ha": -0.147}


No. 7
{"formula": "C2H9OS", "method": "wB97M-V/def2-TZVPD", "symbols": ["O", "H", "H", "H", "C", "S", "C", "H", "H", "H", "H", "H", "H"], "coordinates": [[-1.383, 1.475, 0.512], [-1.406, 2.049, 1.298], [-2.090, 1.870, -0.038], [-1.214, -0.928, 0.637], [1.109, -0.681, 1.054], [-0.138, -1.264, -0.093], [0.147, -0.302, -1.567], [2.070, -0.851, 0.574], [0.980, 0.384, 1.217], [1.110, -1.301, 1.945], [-0.343, -0.777, -2.407], [1.224, -0.424, -1.690], [-0.066, 0.750, -1.442]], "forces_ev_per_a": [[-0.711, 0.741, 0.015], [0.146, -0.295, -0.210], [0.489, -0.371, 0.265], [-0.245, 0.764, -0.617], [0.471, 0.177, -0.430], [0.619, -1.538, 0.556], [0.168, 0.428, 0.185], [0.019, -0.011, -0.141], [-0.094, -0.044, 0.280], [-0.365, 0.120, 0.139], [-0.274, 0.015, 0.003], [0.021, -0.068, -0.074], [-0.244, 0.082, 0.030]], "nbo_charge": [-0.985, 0.496, 0.494, 0.204, -0.747, 0.663, -0.744, 0.260, 0.262, 0.277, 0.276, 0.266, 0.278], "energy_ha": -554.740007, "de_lowest_kj_mol": 26.3, "charge": 1, "e_homo_ev": -15.97, "lumo_ha": -0.125}


No. 8
{"formula": "C2H9OS", "method": "wB97M-V/def2-TZVPD", "symbols": ["O", "H", "H", "H", "C", "S", "C", "H", "H", "H", "H", "H", "H"], "coordinates": [[-1.254, -2.087, 0.145], [-2.169, -2.105, -0.159], [-1.070, -2.934, 0.559], [-0.590, -0.576, 0.737], [-0.709, 1.423, -0.721], [0.258, 0.487, 0.497], [1.795, 0.269, -0.442], [-0.192, 2.361, -0.892], [-0.862, 0.804, -1.595], [-1.645, 1.654, -0.214], [1.577, 0.610, -1.414], [2.138, -0.762, -0.405], [2.611, 0.900, -0.084]], "forces_ev_per_a": [[-0.083, 0.314, -0.058], [-0.008, -0.222, 0.060], [-0.118, -0.240, 0.072], [0.800, -0.697, -1.007], [-0.310, -0.297, 0.907], [0.199, 2.245, 0.815], [0.400, -1.066, 0.729], [0.154, -0.079, -0.206], [0.003, 0.146, -0.227], [-0.095, -0.038, -0.193], [-0.298, -0.078, -1.353], [-0.142, -0.053, -0.213], [-0.502, 0.066, 0.674]], "nbo_charge": [-0.956, 0.505, 0.508, 0.261, -0.722, 0.550, -0.721, 0.265, 0.251, 0.262, 0.247, 0.272, 0.277], "energy_ha": -554.731852, "de_lowest_kj_mol": 47.7, "charge": 1, "e_homo_ev": -15.71, "lumo_ha": -0.129}